C5H33N2O9S | ωB97M-V/def2-TZVPD

Last column: natural (NBO) charge in e.
Positions of all 50 atoms, in Å:
N (-1.536, -0.301, 0.771)  -0.706
C (-0.352, 0.424, 1.316)  -0.090
C (-0.566, 0.489, 2.841)  -0.537
S (-1.367, 2.084, 3.370)  -0.002
C (0.969, -0.217, 0.983)  -0.264
N (1.253, -0.028, -0.466)  -0.685
C (2.337, -0.968, -0.890)  -0.264
C (2.033, -2.424, -0.717)  -0.648
H (-1.601, -1.267, 1.094)  0.441
H (-1.640, -0.322, -0.256)  0.472
H (-2.388, 0.232, 0.985)  0.462
H (-0.317, 1.434, 0.917)  0.256
H (0.401, 0.639, 3.320)  0.236
H (-0.886, -0.471, 3.243)  0.226
H (-0.937, 2.703, 2.307)  0.129
H (1.132, -1.256, 1.235)  0.220
H (1.777, 0.259, 1.548)  0.219
H (1.570, 0.932, -0.546)  0.399
H (3.239, -0.530, -0.452)  0.215
H (2.623, -0.902, -1.943)  0.211
H (1.351, -2.879, -1.443)  0.203
H (2.951, -3.016, -0.759)  0.241
H (1.596, -2.820, 0.197)  0.212
H (0.193, -0.610, -2.103)  0.517
H (-0.476, -1.877, -2.689)  0.498
O (-0.577, -0.921, -2.628)  -0.989
H (1.877, -1.854, 3.895)  0.473
H (3.135, -2.299, 3.304)  0.485
O (2.329, -1.832, 3.038)  -0.950
H (-1.812, 2.132, -0.757)  0.497
H (-2.390, 3.498, -0.419)  0.487
O (-1.826, 2.809, -0.053)  -1.000
H (2.755, 1.089, -3.512)  0.467
H (2.478, -0.188, -4.146)  0.476
O (1.996, 0.569, -3.805)  -0.938
H (-3.184, 0.512, -2.053)  0.505
H (-1.644, 0.129, -2.035)  0.507
O (-2.334, 0.721, -1.657)  -1.007
H (3.868, 2.214, -1.037)  0.482
H (3.143, 2.441, 0.193)  0.479
O (3.417, 1.691, -0.357)  -0.946
H (-0.141, -2.497, 1.139)  0.464
H (-0.274, -3.977, 1.766)  0.499
O (-0.539, -3.363, 1.079)  -0.957
H (-3.739, -2.399, -0.820)  0.491
H (-3.803, -2.834, 0.728)  0.495
O (-3.749, -2.116, 0.095)  -0.980
H (-0.144, 0.904, -3.964)  0.476
H (0.377, 2.323, -4.133)  0.462
O (-0.296, 1.720, -4.450)  -0.938

## Properties
- max |F| (hartree/bohr) = 0.03750
- energy above the lowest of the compared OMol25 structures with the same formula, charge and spin (kJ/mol) = 265.1
- E_LUMO (eV) = -2.5
- total charge = +1

C9H9ClIrN3OS | ωB97M-V/def2-TZVPD

Last column: natural (NBO) charge in e.
Positions of all 25 atoms, in Å:
Ir (-0.021, 0.273, -0.304)  0.888
N (3.623, 0.689, 1.997)  -0.796
C (2.391, 0.529, 1.445)  0.263
S (2.303, 0.239, -0.266)  -0.193
N (1.366, 0.616, 2.239)  -0.420
N (0.144, 0.456, 1.607)  -0.214
C (-0.900, 0.531, 2.375)  0.147
C (-2.280, 0.414, 2.019)  -0.263
C (-3.212, 0.592, 3.067)  -0.128
C (-4.559, 0.458, 2.864)  -0.271
C (-5.022, 0.124, 1.581)  -0.157
C (-4.147, -0.061, 0.543)  -0.299
C (-2.758, 0.089, 0.728)  0.474
O (-1.972, -0.113, -0.298)  -0.750
H (4.429, 0.437, 1.457)  0.401
H (3.693, 0.682, 2.999)  0.402
H (-0.665, 0.704, 3.420)  0.218
H (-2.836, 0.838, 4.053)  0.209
H (-5.253, 0.603, 3.680)  0.218
H (-6.085, 0.013, 1.406)  0.215
H (-4.493, -0.314, -0.450)  0.224
Cl (-1.374, 3.096, -0.257)  -0.087
C (0.142, 2.231, -0.681)  -0.498
H (0.941, 2.701, -0.116)  0.212
H (0.312, 2.383, -1.750)  0.205

## Properties
- max |F| (hartree/bohr) = 0.00589
- E_LUMO (eV) = -0.6
- total charge = 0

C12H23Cl2NO2 | ωB97M-V/def2-TZVPD

Last column: natural (NBO) charge in e.
Positions of all 40 atoms, in Å:
C (0.575, -1.127, 2.267)  -0.600
C (0.410, -1.279, 0.749)  -0.245
C (0.913, -2.661, 0.278)  -0.612
C (-1.049, -0.981, 0.326)  -0.379
C (-1.299, 0.371, -0.371)  -0.246
C (-1.298, 1.556, 0.606)  -0.606
C (-0.381, 0.567, -1.601)  -0.070
O (0.062, 1.910, -1.767)  -0.531
C (1.433, 2.144, -1.873)  0.255
C (2.268, 1.725, -0.631)  -0.465
C (3.154, 0.556, -1.076)  -0.543
C (2.722, 0.282, -2.500)  0.697
O (2.873, -0.733, -3.093)  -0.523
N (2.007, 1.412, -3.033)  -0.683
H (1.632, -1.160, 2.554)  0.205
H (0.159, -0.180, 2.624)  0.207
H (0.063, -1.945, 2.787)  0.201
H (1.067, -0.533, 0.289)  0.193
H (1.642, -2.576, -0.534)  0.216
H (0.094, -3.284, -0.094)  0.208
H (1.398, -3.208, 1.093)  0.207
H (-1.666, -0.994, 1.234)  0.201
H (-1.436, -1.785, -0.310)  0.206
H (-2.313, 0.307, -0.779)  0.207
H (-1.960, 2.351, 0.256)  0.221
H (-0.309, 2.008, 0.726)  0.202
H (-1.656, 1.235, 1.590)  0.203
H (0.468, -0.127, -1.588)  0.168
H (-0.950, 0.322, -2.505)  0.194
H (1.519, 3.214, -2.061)  0.188
H (1.637, 1.439, 0.213)  0.229
H (2.854, 2.589, -0.309)  0.222
H (3.026, -0.359, -0.492)  0.239
H (4.222, 0.795, -1.059)  0.243
H (2.714, 2.015, -3.456)  0.386
Cl (-4.660, -0.758, 0.640)  -0.023
C (-4.925, -0.903, 2.381)  -0.395
Cl (-5.128, 0.668, 3.163)  -0.022
H (-5.823, -1.486, 2.542)  0.224
H (-4.058, -1.387, 2.815)  0.221

## Properties
- max |F| (hartree/bohr) = 0.02434
- E_LUMO (eV) = 0.7
- total charge = 0

C5H8N2 | ωB97M-V/def2-TZVPD

Last column: natural (NBO) charge in e.
Positions of all 15 atoms, in Å:
C (-1.337, -0.731, -1.089)  -0.268
C (-2.126, -0.384, -0.260)  0.016
C (1.519, 0.610, 0.340)  0.255
C (3.349, -1.024, 0.237)  -0.192
C (-3.070, 0.009, 0.761)  -0.695
N (2.485, -0.110, 0.114)  -0.363
N (0.954, 1.531, -0.427)  -0.804
H (-0.635, -1.035, -1.805)  0.230
H (4.346, -0.798, 0.582)  0.172
H (3.119, -2.042, -0.039)  0.170
H (-3.552, 0.950, 0.500)  0.234
H (-2.545, 0.122, 1.711)  0.241
H (-3.830, -0.766, 0.872)  0.239
H (0.110, 1.970, -0.104)  0.397
H (1.212, 1.696, -1.394)  0.368

## Properties
- max |F| (hartree/bohr) = 0.02662
- energy above the lowest of the compared OMol25 structures with the same formula, charge and spin (kJ/mol) = 422.3
- E_LUMO (eV) = 0.8
- total charge = 0

H7N3Si | ωB97M-V/def2-TZVPD

Last column: natural (NBO) charge in e.
Positions of all 11 atoms, in Å:
N (-0.090, -0.576, -1.550)  -1.272
Si (0.326, -0.131, 0.076)  1.814
N (0.850, 1.514, 0.168)  -1.287
N (-1.119, -0.797, 0.896)  -1.281
H (-0.704, -1.372, -1.629)  0.385
H (0.589, -0.729, -2.227)  0.380
H (1.471, -0.750, 0.854)  -0.286
H (1.557, 1.751, 0.814)  0.397
H (0.748, 2.074, -0.621)  0.394
H (-1.209, -1.753, 0.666)  0.375
H (-1.060, -0.594, 1.888)  0.380

## Properties
- max |F| (hartree/bohr) = 0.05811
- energy above the lowest of the compared OMol25 structures with the same formula, charge and spin (kJ/mol) = 0.0
- E_LUMO (eV) = 0.9
- total charge = 0

C36H36HgN7O3S3 | ωB97M-V/def2-TZVPD

Last column: Mulliken spin population.
Positions of all 86 atoms, in Å:
Hg (1.792, 0.530, 1.860)  -0.005
C (-4.856, 3.497, -3.698)  0.003
O (-5.131, 2.800, -2.514)  0.006
C (-4.716, 1.474, -2.475)  0.088
C (-4.738, 0.851, -1.233)  -0.066
C (-4.343, -0.466, -1.084)  0.136
C (-3.918, -1.240, -2.193)  -0.037
C (-3.924, -0.582, -3.440)  0.077
C (-4.307, 0.744, -3.584)  -0.038
N (-3.602, -2.573, -2.167)  0.254
N (-3.230, -3.158, -1.025)  0.393
C (-2.394, -2.498, -0.127)  -0.062
C (-2.467, -2.856, 1.214)  0.131
C (-1.616, -2.347, 2.204)  -0.059
C (-0.599, -1.434, 1.929)  0.084
O (0.177, -0.913, 2.829)  0.047
C (-0.437, -1.124, 0.528)  0.004
N (0.645, -0.362, 0.204)  0.018
C (0.956, -0.127, -1.047)  -0.030
C (0.192, -0.634, -2.104)  0.045
C (-0.928, -1.369, -1.819)  -0.039
C (-1.301, -1.632, -0.483)  0.018
H (-5.126, 4.537, -3.520)  0.000
H (-5.444, 3.120, -4.544)  0.001
H (-3.794, 3.440, -3.962)  -0.001
H (-5.080, 1.429, -0.380)  -0.004
H (-4.378, -0.929, -0.107)  0.017
H (-3.612, -1.152, -4.308)  0.016
H (-4.277, 1.194, -4.569)  -0.002
H (-3.237, -3.571, 1.485)  0.008
H (-1.736, -2.666, 3.235)  0.002
H (1.849, 0.461, -1.216)  -0.006
H (0.497, -0.451, -3.126)  0.000
H (-1.526, -1.794, -2.614)  -0.012
C (2.276, 3.672, -0.078)  0.000
N (3.166, 2.539, 0.072)  0.000
C (3.822, 2.195, -1.171)  0.000
C (4.160, 2.757, 1.108)  0.000
C (3.597, 2.937, 2.502)  0.000
C (4.098, 3.970, 3.290)  0.000
C (3.671, 4.148, 4.599)  0.000
C (2.725, 3.281, 5.124)  0.000
C (2.216, 2.257, 4.333)  0.000
C (2.635, 2.062, 3.016)  -0.001
H (2.822, 4.585, -0.386)  0.000
H (1.757, 3.865, 0.860)  0.000
H (1.516, 3.446, -0.826)  0.000
H (4.532, 2.980, -1.497)  0.000
H (3.080, 2.073, -1.962)  0.000
H (4.368, 1.257, -1.048)  0.000
H (4.779, 3.642, 0.860)  0.000
H (4.824, 1.888, 1.105)  0.000
H (4.833, 4.648, 2.867)  0.000
H (4.071, 4.957, 5.198)  0.000
H (2.378, 3.402, 6.145)  0.000
H (1.475, 1.588, 4.757)  0.000
S (4.782, -6.005, -1.220)  0.000
C (4.319, -4.496, -0.649)  0.000
S (5.328, -3.522, 0.366)  0.000
C (4.088, -2.279, 0.485)  0.000
N (3.015, -2.603, -0.170)  0.000
N (3.166, -3.830, -0.806)  0.000
C (2.026, -4.283, -1.544)  -0.003
C (0.765, -4.158, -0.978)  -0.006
C (-0.351, -4.559, -1.700)  0.022
C (-0.201, -5.075, -2.979)  0.012
C (1.066, -5.189, -3.537)  0.000
C (2.186, -4.791, -2.824)  0.000
S (4.380, -0.855, 1.388)  0.001
H (0.660, -3.723, 0.009)  0.002
H (-1.344, -4.439, -1.279)  -0.022
H (-1.078, -5.367, -3.543)  0.001
H (1.187, -5.580, -4.541)  0.000
H (3.176, -4.874, -3.249)  0.000
C (-3.282, 0.733, 2.371)  0.012
N (-2.130, 1.610, 2.358)  0.000
C (-1.387, 1.757, 3.595)  0.001
C (-1.555, 1.980, 1.196)  0.000
O (-0.503, 2.591, 1.112)  0.001
H (-4.015, 1.095, 3.098)  0.000
H (-2.998, -0.291, 2.621)  -0.004
H (-3.741, 0.725, 1.384)  -0.004
H (-2.093, 1.901, 4.416)  0.000
H (-0.731, 2.622, 3.516)  0.001
H (-0.782, 0.863, 3.778)  -0.002
H (-2.143, 1.687, 0.310)  0.001

## Properties
- max |F| (hartree/bohr) = 0.00362
- energy above the lowest of the compared OMol25 structures with the same formula, charge and spin (kJ/mol) = 10.9
- expectation value of S² = 0.783
- E_LUMO (spin up / spin down) (eV) = 4.2 / 4.2
- 2S+1 = 2
- total charge = -2

C13H24N2O3S | ωB97M-V/def2-TZVPD

Last column: natural (NBO) charge in e.
Positions of all 43 atoms, in Å:
C (-3.761, -3.251, 0.723)  -0.264
H (-4.506, -3.606, 1.418)  0.211
H (-2.978, -3.997, 0.583)  0.215
H (-4.260, -3.291, -0.354)  0.187
O (-3.295, -1.868, 0.772)  -0.482
C (-2.555, -1.220, 0.082)  0.746
O (-2.341, -1.538, -0.947)  -0.612
C (-2.169, 0.001, 0.462)  -0.114
N (-0.747, 0.243, 0.173)  -0.616
C (-0.020, -0.744, 0.380)  0.801
O (-0.396, -1.961, 1.090)  -0.781
N (1.377, -0.838, -0.087)  -0.464
C (1.966, 0.625, -0.676)  -0.203
H (2.490, 0.199, -1.321)  0.199
C (2.886, 1.004, 0.488)  -0.417
H (2.295, 1.404, 1.571)  0.206
C (3.866, 0.166, 1.033)  -0.239
C (5.011, -0.148, 0.077)  -0.575
H (5.376, 0.596, -0.223)  0.169
H (4.580, -0.606, -0.784)  0.196
H (5.763, -0.982, 0.319)  0.206
C (3.223, -1.337, 1.608)  -0.392
H (2.520, -1.225, 2.403)  0.219
C (2.242, -1.730, 0.471)  -0.172
H (2.781, -2.273, -0.760)  0.102
H (1.542, -2.635, 0.582)  0.285
H (3.886, -1.933, 1.541)  0.180
H (4.303, 0.211, 2.001)  0.236
H (3.443, 2.011, 0.348)  0.217
H (1.185, 1.342, -0.738)  0.224
H (-0.684, 0.760, -0.588)  0.405
C (-3.056, 1.122, -0.157)  -0.395
C (-3.060, 1.243, -1.530)  -0.662
H (-3.881, 1.811, -2.038)  0.243
H (-2.821, 0.343, -2.024)  0.287
S (-1.712, 2.130, -2.049)  0.233
C (-2.261, 3.871, -1.916)  -0.605
H (-2.406, 4.156, -0.440)  0.118
H (-1.509, 4.620, -2.090)  0.240
H (-3.125, 4.019, -2.108)  0.148
H (-4.222, 1.065, 0.333)  0.249
H (-2.760, 2.136, 0.694)  0.234
H (-2.212, 0.108, 1.678)  0.235

## Properties
- max |F| (hartree/bohr) = 0.32314
- energy above the lowest of the compared OMol25 structures with the same formula, charge and spin (kJ/mol) = 1630.6
- E_LUMO (eV) = 0.4
- total charge = 0

F7LiO2P2 | ωB97M-V/def2-TZVPD

Last column: natural (NBO) charge in e.
Positions of all 12 atoms, in Å:
P (-0.749, 1.165, -0.877)  2.610
F (-0.585, 1.674, -2.394)  -0.544
F (0.074, 2.470, -0.361)  -0.557
F (-1.606, -0.116, -1.404)  -0.573
F (0.805, -0.044, -1.106)  -0.658
O (-0.488, 0.416, 0.624)  -1.033
F (-2.134, 1.915, -0.518)  -0.561
P (0.310, -0.962, 0.873)  2.669
F (-0.908, -1.830, 1.371)  -0.538
O (1.414, -0.722, 1.846)  -1.246
F (0.943, -2.180, 0.007)  -0.555
Li (2.924, -1.786, 1.938)  0.986

## Properties
- max |F| (hartree/bohr) = 0.03722
- energy above the lowest of the compared OMol25 structures with the same formula, charge and spin (kJ/mol) = 144.3
- E_LUMO (eV) = -1.8
- total charge = 0

What did we get for molar mass? Answer: 297.39 434.93 284.23 96.13 77.16 911.52 288.41 233.87 g mol⁻¹, in the order shown.
What did we get for E_tot? Answer: -1394.8915 -1550.5651 -1596.6314 -304.6746 -458.0334 -3350.4414 -1242.5686 -1540.1257 hartree, in the order shown.